{
  "formula": "C14H13CdN8O2",
  "method": "ωB97M-V/def2-TZVPD",
  "elements": ["Cd", "N", "C", "N", "C", "N", "N", "C", "N", "C", "C", "C", "C", "C", "N", "H", "H", "H", "H", "H", "H", "H", "H", "O", "N", "N", "O", "C", "C", "C", "C", "C", "C", "H", "H", "H", "H", "H"],
  "coordinates": [[0.444, -0.039, -0.573], [-0.189, 2.953, 0.502], [1.089, 2.729, 0.852], [1.786, 3.695, 1.343], [2.987, 3.358, 1.844], [3.723, 4.349, 2.346], [3.478, 2.096, 1.865], [2.719, 1.221, 1.266], [1.534, 1.478, 0.693], [3.060, -0.232, 1.207], [4.212, -0.686, 1.838], [4.462, -2.078, 1.828], [3.635, -2.884, 1.095], [2.577, -2.335, 0.362], [2.300, -1.036, 0.401], [-0.605, 3.870, 0.715], [-0.876, 2.197, 0.493], [3.288, 5.236, 2.433], [4.591, 4.160, 2.823], [4.851, -0.037, 2.431], [5.371, -2.415, 2.306], [3.786, -3.968, 1.077], [2.013, -2.976, -0.285], [-1.272, 0.064, 0.684], [-2.409, -0.249, 0.194], [-2.363, -0.548, -1.043], [-1.234, -0.606, -1.767], [-3.557, -1.054, -1.659], [-4.492, -1.796, -0.969], [-5.588, -2.249, -1.699], [-5.752, -1.892, -3.033], [-4.754, -1.215, -3.683], [-3.656, -0.794, -2.984], [-4.336, -2.014, 0.101], [-6.335, -2.888, -1.252], [-6.667, -2.211, -3.573], [-4.909, -1.022, -4.750], [-2.910, -0.181, -3.428]],
  "e_homo_ev": -11.6,
  "charge": 1,
  "energy_ev": -35302.515,
  "homo_lumo_gap_ev": 7.810
}



{
  "formula": "C24H20FeN2O2PS",
  "method": "ωB97M-V/def2-TZVPD",
  "elements": ["Fe", "O", "N", "C", "C", "C", "C", "C", "S", "H", "H", "H", "H", "O", "N", "C", "C", "C", "C", "C", "C", "C", "P", "C", "C", "C", "C", "C", "C", "C", "C", "C", "C", "C", "C", "H", "H", "H", "H", "H", "H", "H", "H", "H", "H", "H", "H", "H", "H", "H", "H"],
  "coordinates": [[-0.521, 1.644, -0.315], [1.380, 1.634, -0.107], [2.110, 2.765, 0.016], [3.478, 2.738, -0.007], [4.178, 3.939, 0.040], [3.483, 5.153, 0.167], [2.109, 5.159, 0.194], [1.414, 3.932, 0.110], [-0.297, 3.864, 0.027], [3.930, 1.743, -0.146], [5.237, 3.901, 0.009], [4.006, 6.089, 0.214], [1.547, 6.070, 0.353], [-2.961, 2.549, -0.969], [-2.675, 1.214, -0.710], [-3.633, 0.338, -0.566], [-3.436, -1.062, -0.148], [-4.636, -1.757, 0.013], [-4.643, -3.111, 0.352], [-3.480, -3.827, 0.562], [-2.285, -3.128, 0.411], [-2.230, -1.751, 0.107], [-0.591, -0.901, 0.175], [0.380, -1.345, 1.572], [1.716, -1.730, 1.519], [2.432, -1.832, 2.699], [1.826, -1.563, 3.909], [0.509, -1.137, 3.974], [-0.230, -1.029, 2.829], [0.270, -1.047, -1.408], [-0.536, -0.742, -2.518], [-0.012, -0.615, -3.790], [1.308, -0.918, -3.971], [2.073, -1.364, -2.944], [1.588, -1.406, -1.638], [-3.915, 2.733, -0.807], [-4.670, 0.691, -0.718], [-5.595, -1.240, -0.175], [-5.590, -3.589, 0.432], [-3.515, -4.880, 0.843], [-1.342, -3.636, 0.526], [2.219, -1.976, 0.571], [3.463, -2.139, 2.667], [2.393, -1.657, 4.818], [0.077, -0.909, 4.938], [-1.280, -0.713, 2.857], [-1.571, -0.535, -2.329], [-0.611, -0.329, -4.640], [1.800, -0.815, -4.936], [3.063, -1.731, -3.157], [2.268, -1.744, -0.904]],
  "s_squared": 8.770,
  "e_homo_ev": [-14.2, -14.0],
  "multiplicity": 6,
  "charge": 2,
  "energy_ev": -86780.586,
  "homo_lumo_gap_ev": [7.750, 5.142]
}



{
  "formula": "C8H9P",
  "method": "ωB97M-V/def2-TZVPD",
  "elements": ["C", "C", "C", "C", "C", "C", "C", "C", "P", "H", "H", "H", "H", "H", "H", "H", "H", "H"],
  "coordinates": [[2.080, -1.211, 1.235], [2.319, -0.465, 0.074], [0.869, -1.203, 1.860], [1.285, 0.229, -0.459], [-0.120, -0.424, 1.488], [0.095, 0.444, 0.342], [-1.120, 1.112, -0.143], [-2.011, 0.085, -2.162], [-1.953, 2.390, 0.540], [2.792, -1.955, 1.442], [3.238, -0.398, -0.570], [0.677, -1.849, 2.703], [1.626, 0.971, -1.252], [-1.043, -0.511, 2.089], [-1.599, 1.032, -2.492], [-1.288, -0.748, -2.035], [-3.037, -0.085, -2.118], [-2.810, 2.584, -0.541]],
  "e_homo_ev": [-8.2, -7.9],
  "de_lowest_kj_mol": 352.1,
  "charge": 0,
  "energy_ev": -17725.134,
  "homo_lumo_gap_ev": [7.653, 7.811]
}



{
  "formula": "C16H20Cl2DyN2O7S",
  "method": "ωB97M-V/def2-TZVPD",
  "elements": ["Dy", "O", "C", "O", "C", "O", "C", "C", "O", "O", "H", "H", "H", "H", "H", "Cl", "C", "C", "C", "Cl", "C", "O", "C", "C", "O", "C", "H", "H", "H", "C", "C", "N", "C", "S", "N", "C", "C", "H", "H", "H", "H", "H", "H", "H", "H", "H", "H", "H", "H"],
  "coordinates": [[0.332, 0.497, -0.689], [1.915, 4.552, -0.267], [1.704, 3.294, -0.516], [0.597, 2.773, -0.521], [2.968, 2.518, -0.868], [2.755, 1.116, -0.828], [3.067, 0.561, 0.469], [1.965, 1.094, 1.465], [2.243, 1.996, 2.224], [0.822, 0.552, 1.295], [1.109, 5.056, -0.045], [3.241, 2.784, -1.900], [3.784, 2.823, -0.198], [3.038, -0.531, 0.333], [4.068, 0.876, 0.792], [-4.008, 1.076, -6.764], [-2.805, 0.934, -5.542], [-1.451, 0.888, -5.924], [-0.475, 0.795, -4.970], [1.189, 0.755, -5.400], [-0.770, 0.726, -3.571], [0.180, 0.657, -2.715], [-2.164, 0.754, -3.210], [-2.574, 0.654, -1.859], [-1.844, 0.477, -0.852], [-3.154, 0.871, -4.222], [-1.188, 0.934, -6.969], [-3.662, 0.717, -1.691], [-4.194, 0.904, -3.940], [-2.528, -2.968, 3.221], [-1.919, -1.685, 2.655], [-1.150, -1.892, 1.432], [0.146, -2.118, 1.233], [0.677, -2.144, -0.428], [1.069, -2.422, 2.131], [1.059, -2.420, 3.585], [1.390, -1.041, 4.148], [-3.065, -2.729, 4.137], [-1.767, -3.711, 3.453], [-3.232, -3.407, 2.517], [-1.286, -1.197, 3.394], [-2.724, -0.993, 2.398], [-1.691, -1.857, 0.571], [1.992, -2.516, 1.722], [1.821, -3.139, 3.896], [0.096, -2.776, 3.948], [2.359, -0.698, 3.787], [1.417, -1.089, 5.234], [0.649, -0.303, 3.849]],
  "s_squared": 9.331,
  "e_homo_ev": [-11.2, -11.2],
  "multiplicity": 6,
  "de_lowest_kj_mol": 26.4,
  "charge": 1,
  "energy_ev": -94191.750,
  "homo_lumo_gap_ev": [7.453, 7.468]
}



{
  "formula": "C22H37BeO2Si",
  "method": "ωB97M-V/def2-TZVPD",
  "elements": ["O", "C", "C", "H", "H", "C", "H", "H", "C", "H", "H", "H", "C", "H", "H", "H", "Be", "C", "C", "C", "H", "C", "C", "H", "H", "H", "H", "C", "C", "C", "H", "C", "C", "H", "H", "H", "H", "O", "C", "C", "H", "H", "C", "H", "H", "C", "H", "H", "H", "H", "C", "Si", "C", "C", "H", "H", "H", "H", "H", "H", "H", "H", "H"],
  "coordinates": [[5.266, -1.872, -0.076], [5.444, -3.304, 0.253], [6.926, -3.369, -0.038], [4.877, -3.954, -0.431], [5.157, -3.498, 1.294], [6.713, -1.868, -0.330], [7.159, -3.972, -0.918], [7.550, -3.605, 0.837], [7.045, -1.551, -1.776], [6.493, -2.221, -2.446], [8.117, -1.700, -1.955], [6.791, -0.512, -2.008], [7.436, -0.981, 0.668], [7.159, -1.276, 1.691], [7.175, 0.067, 0.490], [8.522, -1.100, 0.558], [2.095, 0.071, 0.511], [0.318, 1.163, 1.821], [-0.216, -0.099, 2.171], [0.848, -0.936, 2.586], [-1.273, -0.365, 2.183], [2.084, -0.208, 2.481], [1.725, 1.147, 2.098], [2.364, 2.006, 2.287], [-0.277, 2.032, 1.532], [0.726, -1.938, 3.007], [3.055, -0.467, 2.909], [0.479, 1.729, -1.533], [1.591, 1.917, -0.689], [2.648, 1.029, -1.139], [1.752, 2.736, 0.004], [2.061, 0.165, -2.145], [0.757, 0.637, -2.410], [0.100, 0.267, -3.205], [-0.424, 2.354, -1.534], [3.728, 1.290, -1.092], [2.626, -0.561, -2.735], [2.782, -4.453, -1.645], [2.669, -3.105, -1.092], [2.363, -3.171, 0.420], [1.885, -2.522, -1.635], [3.626, -2.601, -1.288], [2.282, -4.683, 0.730], [1.406, -2.654, 0.611], [3.139, -2.630, 0.987], [2.387, -5.401, -0.628], [1.325, -4.909, 1.230], [3.099, -4.998, 1.393], [1.390, -5.820, -0.879], [3.114, -6.221, -0.571], [-2.564, -0.707, -0.919], [-1.237, -2.065, -0.850], [-1.565, -3.233, 0.570], [-0.851, -2.924, -2.512], [-2.473, -0.029, -0.052], [-3.575, -1.154, -0.904], [-2.468, -0.097, -1.829], [-2.023, -4.177, 0.237], [-0.645, -3.480, 1.118], [-2.256, -2.774, 1.297], [-1.697, -3.589, -2.788], [-0.725, -2.157, -3.313], [0.077, -3.531, -2.476]],
  "e_homo_ev": [-0.8, -0.8],
  "charge": -1,
  "energy_ev": -35783.673,
  "homo_lumo_gap_ev": [3.260, 3.264]
}



{
  "formula": "C37H38BrNNaOSi",
  "method": "ωB97M-V/def2-TZVPD",
  "elements": ["Na", "C", "Si", "C", "N", "C", "C", "C", "C", "C", "C", "C", "C", "C", "C", "C", "C", "C", "C", "C", "C", "C", "H", "H", "H", "H", "H", "H", "H", "H", "H", "H", "H", "H", "H", "H", "H", "H", "H", "H", "H", "H", "H", "H", "H", "H", "Br", "C", "C", "C", "C", "C", "C", "C", "C", "C", "C", "H", "H", "H", "H", "H", "H", "C", "C", "O", "C", "C", "C", "C", "C", "C", "H", "H", "H", "H", "H", "H", "H", "H"],
  "coordinates": [[-0.585, -0.094, 0.084], [-0.288, -0.077, 2.578], [1.449, -0.297, 2.824], [2.465, 0.426, 1.367], [1.991, 0.078, 0.021], [2.457, 1.005, -1.002], [3.967, 0.928, -1.250], [4.425, -0.543, -1.273], [3.237, -1.470, -1.507], [2.232, -1.333, -0.364], [1.941, -2.123, 2.979], [0.997, -3.134, 2.788], [1.363, -4.476, 2.791], [2.688, -4.835, 2.990], [3.646, -3.848, 3.188], [3.270, -2.511, 3.180], [2.389, 0.541, 4.287], [2.632, 1.920, 4.269], [3.263, 2.574, 5.320], [3.666, 1.861, 6.441], [3.420, 0.498, 6.498], [2.792, -0.146, 5.436], [-0.597, 0.976, 2.639], [-0.926, -0.684, 3.228], [3.540, 0.210, 1.506], [2.374, 1.516, 1.465], [2.162, 2.016, -0.710], [1.920, 0.785, -1.928], [4.503, 1.477, -0.472], [4.201, 1.426, -2.197], [4.878, -0.804, -0.312], [5.198, -0.696, -2.030], [3.557, -2.513, -1.565], [2.762, -1.244, -2.467], [2.629, -1.857, 0.505], [1.286, -1.825, -0.618], [-0.032, -2.859, 2.598], [0.612, -5.238, 2.619], [2.977, -5.880, 2.984], [4.684, -4.119, 3.342], [4.032, -1.752, 3.326], [2.311, 2.511, 3.417], [3.438, 3.643, 5.265], [4.162, 2.364, 7.262], [3.716, -0.071, 7.373], [2.608, -1.211, 5.511], [-0.574, -0.244, -3.028], [-1.367, -1.970, -3.237], [-1.524, -2.406, -4.518], [-2.106, -3.676, -4.741], [-2.504, -4.435, -3.683], [-2.342, -3.976, -2.348], [-2.769, -4.773, -1.258], [-2.595, -4.311, 0.016], [-1.994, -3.050, 0.246], [-1.550, -2.195, -0.748], [-1.749, -2.708, -2.073], [-1.207, -1.789, -5.348], [-2.231, -4.034, -5.756], [-2.953, -5.409, -3.846], [-3.225, -5.737, -1.453], [-2.923, -4.918, 0.856], [-1.891, -2.739, 1.286], [-3.127, 3.375, -1.209], [-2.823, 2.062, -0.533], [-1.688, 1.787, -0.201], [-3.942, 1.095, -0.282], [-3.751, 0.073, 0.639], [-4.755, -0.866, 0.834], [-5.932, -0.786, 0.107], [-6.128, 0.237, -0.813], [-5.132, 1.183, -1.000], [-2.248, 4.011, -1.146], [-3.993, 3.860, -0.759], [-3.360, 3.196, -2.261], [-2.827, 0.002, 1.201], [-4.594, -1.677, 1.531], [-6.701, -1.535, 0.252], [-7.043, 0.292, -1.387], [-5.278, 1.976, -1.723]],
  "e_homo_ev": -3.5,
  "de_lowest_kj_mol": 2.8,
  "charge": -1,
  "energy_ev": -124861.284,
  "homo_lumo_gap_ev": 5.572
}